Here is one molecule with the formula B2FH6N2O2P at a distorted geometry from the OMol25 dataset. Energies are from ωB97M-V/def2-TZVPD.

XYZ file:
```
14
Properties=species:S:1:pos:R:3
P -1.455 -0.473 -0.123
F -0.076 1.446 1.536
O -1.441 0.036 -1.759
O 2.193 -1.192 0.952
N 2.426 0.839 -0.646
N -2.908 0.169 0.648
B 1.677 -0.037 0.287
B 0.084 0.383 0.632
H -1.975 -0.576 -2.275
H 2.093 -1.989 0.417
H 3.281 1.216 -0.244
H 2.580 0.418 -1.559
H -2.783 0.213 1.660
H -3.696 -0.455 0.475
```

The calculation puts the LUMO energy at -0.2 eV. The total charge is 0. The value obtained for the orbital gap is 7.8465 eV. For the molecular weight, the calculation gives 137.656 g mol⁻¹. The structure (SMILES) is NB(O)B(F)P(N)O. The calculation puts the total energy at -754.59478 a.u.


Here is one molecule with the formula B3Br3S3 at a distorted geometry from the OMol25 dataset. Energies are from ωB97M-V/def2-TZVPD.

XYZ file:
```
9
Properties=species:S:1:pos:R:3
Br -1.215 2.259 -2.711
Br 3.353 0.694 1.327
Br -2.397 -2.449 1.436
S 1.211 0.785 -1.080
S -1.701 0.079 -0.367
S 0.657 -1.202 1.381
B 1.668 0.014 0.523
B -1.048 -1.188 0.814
B -0.529 1.009 -1.323
```

The calculation puts the LUMO energy at -1.0 eV. The total charge is 0. The value obtained for the orbital gap is 9.2548 eV. Its relative energy (zero: lowest compared OMol25 entry of this formula, charge and spin) is 0.0 kJ/mol. For the molecular weight, the calculation gives 368.349 g mol⁻¹. The structure (SMILES) is BrB1SB(Br)SB(Br)S1. The calculation puts the total energy at -8991.40876 a.u.


Here is B3H12Sn as an isolated structure at a distorted geometry from the OMol25 dataset. Energies are from ωB97M-V/def2-TZVPD.

XYZ file:
```
16
Properties=species:S:1:pos:R:3
Sn -0.518 -0.877 1.659
B 1.447 1.493 1.276
B 0.778 -1.809 -1.045
B -2.147 0.490 -0.573
H 1.441 0.774 2.261
H -2.495 1.195 -1.450
H 0.675 -1.507 -2.177
H 0.937 -0.813 -0.384
H 0.337 1.837 1.055
H 1.751 -2.474 -0.942
H -3.087 -0.017 -0.045
H -0.192 -2.377 -0.617
H -1.436 1.099 0.174
H 2.118 2.438 1.494
H 1.867 0.907 0.355
H -1.474 -0.359 -1.042
```

The calculation puts the LUMO energy at 1.4 eV. The total charge is -1. The value obtained for the orbital gap is 7.1784 eV. Its relative energy (zero: lowest compared OMol25 entry of this formula, charge and spin) is 0.0 kJ/mol. For the molecular weight, the calculation gives 163.243 g mol⁻¹. The calculation puts the total energy at -295.83854 a.u.


Q: The lowest LUMO belongs to which entry?
A: B3Br3S3


Q: The highest molecular weight belongs to which entry?
A: B3Br3S3